Record 1
Here is a single C4H5NO molecule from the OMol25 dataset. Energies are from ωB97M-V with the def2-TZVPD basis set.

Each line ends with the Löwdin charge.
Positions of all 11 atoms, in Å:
O -1.065 -0.276 -1.225  0.0448
C -0.718 -0.368 0.413  -0.1887
N -0.319 0.982 0.670  0.0282
C 0.744 0.958 -0.368  -0.0879
C 0.209 -0.422 -0.830  -0.4179
C 0.484 -1.473 0.082  0.0411
H -1.564 -0.862 0.877  0.1702
H 0.004 1.126 1.619  0.1260
H 0.612 1.749 -1.105  0.1162
H 1.758 0.925 0.034  0.1184
H -0.146 -2.339 -0.167  0.0497

=====

Record 2
Here is a 10-piece molecular cluster, C72H84F8N16O16S8 overall in a non-equilibrium geometry from the OMol25 dataset. Energies are from ωB97M-V with the def2-TZVPD basis set.

Properties
Total charge   +8

Each line ends with the Löwdin charge.
Positions of all 204 atoms, in Å:
C 8.893 3.844 11.102  0.0670
N 8.029 3.382 10.009  -0.0734
C 6.830 3.921 9.792  0.0366
C 6.077 3.610 8.652  0.0612
C 6.538 2.661 7.738  -0.1343
C 7.735 2.019 8.090  0.0590
C 8.458 2.398 9.188  0.0379
C 5.826 2.392 6.468  -0.1263
C 6.395 2.701 5.248  0.0537
C 5.772 2.334 4.057  0.0383
N 4.542 1.757 4.087  -0.0497
C 3.905 1.582 5.278  0.0001
C 4.527 1.856 6.467  0.0598
C 3.847 1.385 2.834  0.0260
H 9.062 3.030 11.803  0.1304
H 8.334 4.635 11.598  0.1121
H 9.788 4.259 10.643  0.1271
H 6.524 4.790 10.358  0.1592
H 5.129 4.106 8.496  0.1376
H 8.067 1.242 7.414  0.1460
H 9.436 1.980 9.391  0.1675
H 7.313 3.268 5.171  0.1439
H 6.199 2.422 3.069  0.1514
H 2.858 1.335 5.375  0.1260
H 4.160 1.542 7.435  0.1501
H 4.051 2.123 2.057  0.1013
H 2.763 1.321 2.901  0.0910
H 4.280 0.442 2.501  0.1041
C 2.365 -1.561 -1.318  0.0240
N 2.013 -2.990 -1.326  -0.0453
C 2.642 -3.779 -0.433  0.0179
C 2.540 -5.135 -0.440  0.0750
C 1.666 -5.714 -1.370  -0.1233
C 1.112 -4.926 -2.386  0.0472
C 1.314 -3.556 -2.352  0.0359
C 1.659 -7.209 -1.509  -0.1394
C 0.891 -8.057 -0.720  0.0497
C 0.861 -9.394 -1.009  0.0252
N 1.600 -9.920 -2.008  -0.0671
C 2.144 -9.057 -2.926  0.0587
C 2.291 -7.704 -2.662  0.0629
C 1.551 -11.350 -2.316  0.0481
H 3.447 -1.453 -1.244  0.1169
H 1.862 -1.104 -0.470  0.0923
H 2.091 -1.144 -2.283  0.0735
H 3.342 -3.218 0.175  0.1396
H 3.198 -5.764 0.143  0.1545
H 0.508 -5.337 -3.182  0.1397
H 0.985 -2.896 -3.141  0.1445
H 0.325 -7.510 0.022  0.1379
H 0.359 -10.138 -0.404  0.1618
H 2.779 -9.583 -3.629  0.1587
H 2.815 -7.059 -3.351  0.1439
H 1.731 -11.922 -1.402  0.1239
H 2.353 -11.694 -2.962  0.1232
H 0.522 -11.558 -2.604  0.1261
C 7.109 11.355 4.427  0.0635
N 6.196 10.473 3.641  -0.0612
C 4.972 10.099 4.018  0.0435
C 4.253 9.126 3.313  0.0575
C 4.797 8.565 2.170  -0.1139
C 6.068 9.009 1.796  0.0431
C 6.739 9.980 2.493  0.0344
C 3.993 7.619 1.345  -0.0969
C 2.833 6.980 1.808  0.0476
C 2.114 6.131 1.000  0.0290
N 2.423 6.032 -0.301  -0.0672
C 3.518 6.632 -0.836  0.0359
C 4.326 7.356 0.007  0.0526
C 1.539 5.352 -1.288  0.0319
H 7.850 10.695 4.878  0.1186
H 6.581 11.792 5.274  0.1142
H 7.576 12.111 3.803  0.1231
H 4.617 10.509 4.954  0.1606
H 3.359 8.819 3.837  0.1325
H 6.631 8.607 0.963  0.1339
H 7.723 10.310 2.193  0.1634
H 2.557 7.008 2.853  0.1281
H 1.150 5.701 1.248  0.1636
H 3.535 6.668 -1.916  0.1608
H 5.166 7.886 -0.423  0.1301
H 2.014 4.543 -1.837  0.1054
H 1.596 6.118 -2.068  0.1060
H 0.503 5.285 -0.970  0.1064
C -11.150 -7.493 -7.629  0.0514
N -10.186 -6.739 -6.816  -0.0664
C -9.496 -5.717 -7.357  0.0426
C -8.616 -4.998 -6.556  0.0555
C -8.495 -5.211 -5.171  -0.1345
C -9.336 -6.197 -4.678  0.0557
C -10.109 -7.004 -5.492  0.0572
C -7.609 -4.368 -4.372  -0.1120
C -8.035 -3.714 -3.214  0.0700
C -7.198 -2.887 -2.500  0.0438
N -5.919 -2.712 -2.895  -0.0708
C -5.453 -3.302 -4.032  0.0126
C -6.272 -4.144 -4.762  0.0473
C -4.955 -1.916 -2.099  0.0482
H -10.529 -7.846 -8.453  0.1220
H -11.982 -6.873 -7.965  0.1296
H -11.690 -8.309 -7.151  0.1204
H -9.295 -5.670 -8.419  0.1651
H -7.888 -4.379 -7.062  0.1314
H -9.360 -6.352 -3.606  0.1412
H -10.786 -7.754 -5.110  0.1627
H -9.005 -3.883 -2.765  0.1499
H -7.486 -2.270 -1.660  0.1649
H -4.445 -3.076 -4.342  0.1411
H -5.753 -4.577 -5.607  0.1364
H -4.106 -1.561 -2.673  0.0882
H -4.554 -2.568 -1.318  0.1124
H -5.508 -1.196 -1.498  0.1220
C 3.493 0.811 -4.039  0.0352
N 2.238 0.883 -4.829  -0.0832
C 1.089 1.163 -4.189  0.0262
C -0.077 1.307 -4.917  0.0387
C -0.072 1.131 -6.282  -0.1180
C 1.155 0.835 -6.903  0.0681
C 2.300 0.622 -6.157  0.0270
C -1.317 1.218 -7.091  -0.1020
C -1.346 1.843 -8.349  0.0892
C -2.461 1.700 -9.168  0.0476
N -3.511 1.025 -8.690  -0.0724
C -3.507 0.386 -7.513  0.0024
C -2.457 0.541 -6.631  0.0634
C -4.593 0.776 -9.700  0.0587
H 4.344 1.240 -4.564  0.1148
H 3.649 -0.263 -3.936  0.0975
H 3.347 1.362 -3.115  0.0980
H 1.081 1.337 -3.123  0.1115
H -0.970 1.600 -4.374  0.1041
H 1.048 0.495 -7.925  0.1400
H 3.253 0.336 -6.575  0.1552
H -0.539 2.459 -8.724  0.1515
H -2.506 1.950 -10.216  0.1585
H -4.452 -0.056 -7.232  0.1472
H -2.567 0.187 -5.616  0.1310
H -5.542 1.102 -9.280  0.1172
H -4.559 -0.294 -9.900  0.1119
H -4.415 1.281 -10.644  0.1105
C -3.721 -7.643 3.662  0.0586
N -3.150 -6.262 3.593  -0.0890
C -1.949 -6.010 4.126  0.0238
C -1.479 -4.694 4.161  0.0477
C -2.283 -3.599 3.843  -0.0904
C -3.478 -3.942 3.184  0.0520
C -3.940 -5.244 3.145  0.0232
C -1.817 -2.199 4.074  -0.1226
C -1.033 -1.920 5.183  0.0266
C -0.566 -0.648 5.395  0.0143
N -1.128 0.353 4.646  -0.0405
C -1.951 0.115 3.590  0.0425
C -2.294 -1.181 3.237  0.0619
C -0.695 1.741 4.817  0.0344
H -3.540 -8.024 4.665  0.1193
H -3.215 -8.206 2.883  0.1073
H -4.796 -7.554 3.534  0.1055
H -1.334 -6.806 4.522  0.1587
H -0.485 -4.577 4.574  0.1202
H -4.165 -3.141 2.940  0.1352
H -4.924 -5.507 2.789  0.1457
H -0.558 -2.715 5.743  0.1246
H 0.353 -0.464 5.926  0.1240
H -2.183 0.956 2.945  0.1248
H -2.851 -1.468 2.360  0.1064
H -0.015 1.808 5.671  0.0941
H -1.550 2.383 5.025  0.1148
H -0.019 2.036 4.014  0.0952
N -0.041 0.368 -1.168  -0.2934
S -1.536 0.093 -1.131  0.4540
O -2.271 0.643 -2.226  -0.2642
O -2.207 -0.175 0.135  -0.2840
F -1.390 -1.463 -1.711  -0.2818
S -0.020 1.831 -0.319  0.5325
O -0.115 1.846 1.136  -0.2762
O -0.660 2.879 -1.051  -0.2389
F 1.500 2.119 -0.621  -0.2124
N 2.339 -0.973 4.638  -0.2741
S 2.978 -2.118 5.427  0.4138
O 4.125 -2.769 4.899  -0.2326
O 2.028 -2.899 6.160  -0.2568
F 3.627 -1.243 6.638  -0.1965
S 1.960 -1.870 3.258  0.5570
O 1.109 -3.049 3.294  -0.2654
O 2.974 -1.874 2.246  -0.2926
F 0.950 -0.762 2.699  -0.1872
N -4.549 2.209 3.070  -0.2831
S -4.354 3.900 3.016  0.5398
O -4.630 4.720 1.887  -0.2354
O -3.152 4.211 3.744  -0.3253
F -5.473 4.362 4.048  -0.1607
S -4.570 1.955 1.544  0.4512
O -3.321 2.277 0.863  -0.3250
O -5.782 2.217 0.807  -0.2680
F -4.589 0.314 1.673  -0.2572
N -3.040 4.721 -4.431  -0.2580
S -3.091 6.409 -4.547  0.5567
O -2.409 6.926 -5.699  -0.2569
O -3.033 7.135 -3.302  -0.2662
F -4.665 6.546 -4.780  -0.1732
S -1.555 4.599 -4.188  0.4596
O -0.828 5.364 -3.194  -0.2971
O -0.865 4.135 -5.373  -0.3161
F -1.606 3.198 -3.302  -0.2784

=====

no.,E (eV),Kohn-Sham gap (eV),E_HOMO (Ha)
1,-7759.9994,8.9098,-0.3105
2,-240954.3830,4.3523,-0.6901